Entry 1:
{"formula": "CH6NPS", "method": "the ωB97M-V functional and the def2-TZVPD basis", "species": ["C", "P", "H", "H", "H", "N", "S", "H", "H", "H"], "positions_angstrom": [[-1.872651, 0.183876, -0.279600], [-3.457532, -0.254533, 0.277204], [-0.934870, -0.273881, 0.150055], [-1.785819, 1.008209, -0.963919], [-3.147307, -1.356698, 1.109169], [2.882343, 0.212549, -0.032476], [1.147508, -0.205473, 0.211073], [3.336530, -0.266325, 0.717410], [3.110167, 1.196442, -0.130307], [0.721633, -0.244162, -1.058613]], "forces_ev_per_angstrom": [[-1.69, -1.64, 2.02], [2.03, 0.82, -1.20], [-1.75, 0.54, -0.69], [0.17, 0.19, -0.17], [0.34, 0.03, 0.09], [-1.84, -0.89, -0.69], [2.10, 1.10, -0.03], [0.61, 0.12, 0.27], [-0.41, -0.18, 0.55], [0.44, -0.08, -0.15]], "homo_energy_ev": -9.00, "e_lumo_ev": 0.00, "total_energy_ha": -835.890323, "homo_lumo_gap_ha": 0.3305, "de_lowest_kj_mol": 293.8}


Entry 2:
{"formula": "C3HNS", "method": "the ωB97M-V functional and the def2-TZVPD basis", "species": ["S", "C", "C", "N", "C", "H"], "positions_angstrom": [[2.675067, 1.027436, 1.855829], [1.261552, 1.502589, 1.219082], [0.484123, 2.357939, 0.395592], [-0.611257, 1.358518, 0.303642], [0.349799, 0.552427, 0.377047], [0.729912, -0.428041, 0.211768]], "forces_ev_per_angstrom": [[-0.93, 0.69, 0.57], [2.06, -1.32, -0.97], [-0.49, 0.15, 0.01], [-1.77, 0.47, -0.57], [1.60, 0.83, 2.10], [-0.47, -0.84, -1.14]], "homo_energy_ev": -9.07, "e_lumo_ev": -1.91, "total_energy_ha": -567.630166, "homo_lumo_gap_ha": 0.2631, "de_lowest_kj_mol": 442.5}


Entry 3:
{"formula": "C23H21Cl2N2O2RuS2", "method": "the ωB97M-V functional and the def2-TZVPD basis", "species": ["Ru", "C", "N", "C", "C", "N", "C", "C", "C", "C", "C", "C", "C", "S", "C", "C", "C", "C", "C", "C", "S", "H", "H", "H", "H", "H", "H", "H", "H", "H", "H", "H", "H", "H", "H", "H", "H", "H", "H", "Cl", "C", "C", "C", "Cl", "C", "O", "C", "C", "O", "C", "H", "H", "H"], "positions_angstrom": [[-0.260964, -0.552240, 0.039489], [-1.032464, 2.323360, 0.634289], [0.035436, 1.836760, -0.249011], [1.375836, 2.083760, 0.301389], [2.407936, 1.095060, -0.263411], [2.188736, -0.259740, 0.256189], [2.698636, -1.311440, -0.627411], [2.708136, -0.435140, 1.591189], [4.076836, -0.497340, 1.827089], [4.575036, -0.745840, 3.093389], [3.701336, -0.914940, 4.155889], [2.342536, -0.843540, 3.943789], [1.827236, -0.620140, 2.665489], [0.092336, -0.614640, 2.491889], [-0.130464, 2.367060, -1.582911], [-0.268164, 3.734860, -1.783211], [-0.528064, 4.250060, -3.038911], [-0.661764, 3.392260, -4.118311], [-0.485964, 2.038260, -3.948711], [-0.201064, 1.503460, -2.687011], [0.103536, -0.203040, -2.568711], [-0.948764, 3.396760, 0.842589], [-0.992564, 1.780660, 1.582489], [-1.992464, 2.123460, 0.155189], [1.322036, 1.968660, 1.389389], [1.703436, 3.111360, 0.081189], [3.416136, 1.457360, -0.014911], [2.311436, 1.068860, -1.353011], [3.768636, -1.202440, -0.835511], [2.148036, -1.293540, -1.569311], [2.517836, -2.271740, -0.145311], [4.772736, -0.366640, 1.010389], [5.640336, -0.818840, 3.250089], [4.083136, -1.108240, 5.145689], [1.647636, -0.980640, 4.757289], [-0.185964, 4.412060, -0.945811], [-0.642064, 5.313060, -3.174411], [-0.895464, 3.787460, -5.093611], [-0.578564, 1.371560, -4.791311], [-6.306564, -4.931340, 0.172089], [-5.097264, -3.700840, 0.080389], [-5.503864, -2.361940, 0.075389], [-4.562064, -1.377740, -0.058011], [-5.025464, 0.278260, -0.024111], [-3.165764, -1.647640, -0.241311], [-2.379264, -0.687140, -0.479411], [-2.779664, -3.032340, -0.119411], [-1.409464, -3.445540, -0.077511], [-0.392764, -2.789740, -0.331411], [-3.764764, -4.022140, 0.037589], [-6.547364, -2.115240, 0.177089], [-1.275764, -4.490640, 0.255189], [-3.450164, -5.052040, 0.109889]], "forces_ev_per_angstrom": [[-0.35, 0.31, -0.79], [-0.28, 0.17, 0.31], [-0.07, -0.35, 0.19], [0.54, -0.11, 0.10], [-0.13, 0.62, -0.11], [-0.27, -0.10, -0.05], [0.16, -0.30, -0.32], [-0.20, -0.12, 0.62], [0.05, 0.05, -0.08], [0.03, 0.03, -0.03], [0.07, 0.01, 0.00], [0.00, 0.01, -0.10], [0.24, 0.08, -0.16], [-0.55, -0.02, -0.82], [-0.11, -0.12, -0.79], [-0.01, 0.03, 0.07], [0.00, 0.09, 0.08], [0.04, 0.05, 0.00], [0.00, 0.06, 0.15], [0.12, 0.12, 0.25], [-0.05, -0.60, 0.83], [0.00, -0.09, -0.04], [0.03, 0.13, -0.09], [0.04, 0.04, 0.05], [0.00, 0.01, -0.09], [-0.10, -0.16, 0.05], [-0.10, -0.11, -0.04], [0.02, -0.07, 0.10], [-0.03, -0.02, 0.04], [0.18, 0.09, 0.08], [0.10, -0.02, -0.01], [0.01, 0.01, -0.11], [0.10, 0.04, -0.01], [0.04, -0.02, 0.13], [-0.06, -0.02, 0.11], [0.00, 0.07, 0.11], [-0.01, 0.15, 0.02], [-0.02, 0.04, -0.16], [0.04, -0.13, -0.06], [-0.14, -0.22, 0.07], [0.46, -0.10, 0.04], [0.41, 0.09, -0.10], [0.08, -0.16, -0.07], [-0.17, 0.24, -0.03], [-0.67, -1.02, 0.15], [1.26, 0.63, 0.49], [-0.17, 0.99, 0.06], [-0.14, -0.35, -0.01], [0.00, 0.15, 0.21], [-0.32, -0.05, 0.03], [-0.13, 0.08, 0.01], [0.11, 0.03, -0.26], [-0.03, -0.16, 0.00]], "homo_energy_ev": [-7.45, -7.48], "e_lumo_ev": [-0.35, -1.75], "total_energy_ha": -2960.640978, "homo_lumo_gap_ha": [0.2610, 0.2107], "multiplicity": 6, "de_lowest_kj_mol": 48.1}